No. 1
C36H49AlN8SbSi2 | ωB97M-V/def2-TZVPD

```
97
Properties=species:S:1:pos:R:3:lowdin_charge:R:1
Al 0.092 -0.102 0.036 0.17
C -2.929 3.504 1.012 -0.07
C -1.747 2.784 0.913 -0.08
N -1.698 1.604 0.294 0.15
C -2.856 1.139 -0.179 -0.17
C -4.017 1.908 -0.139 -0.04
N -4.056 3.090 0.453 0.12
C -2.837 -0.255 -0.661 -0.15
C -3.978 -0.936 -1.010 0.07
C -3.896 -2.286 -1.377 -0.11
C -2.660 -2.894 -1.342 0.08
C -1.538 -2.156 -0.977 -0.15
N -1.627 -0.852 -0.662 0.13
C -0.201 -2.699 -0.818 -0.26
C 0.017 -4.028 -0.596 -0.09
N 1.123 -4.403 0.135 0.09
C 2.094 -3.575 0.166 -0.08
C 2.092 -2.390 -0.770 -0.35
N 0.780 -1.759 -0.621 0.06
C -5.106 -3.036 -1.771 -0.18
C -5.070 -3.958 -2.810 -0.01
C -6.234 -4.634 -3.139 -0.12
N -7.389 -4.459 -2.507 0.08
C -7.416 -3.580 -1.512 -0.12
C -6.314 -2.843 -1.110 -0.01
H -2.951 4.449 1.539 0.12
H -0.836 3.179 1.329 0.10
H -4.935 1.565 -0.594 0.12
H -4.935 -0.438 -1.016 0.12
H -2.558 -3.943 -1.571 0.13
H -0.725 -4.787 -0.778 0.11
H 2.898 -3.744 0.873 0.12
H 2.863 -1.686 -0.470 0.03
H -4.163 -4.131 -3.373 0.12
H -6.238 -5.351 -3.951 0.11
H -8.366 -3.460 -1.007 0.11
H -6.395 -2.156 -0.279 0.12
C 1.152 -1.213 4.340 -0.15
Si -0.268 -0.801 3.194 0.44
C -1.658 0.107 4.083 -0.16
C -0.985 -2.384 2.517 -0.14
N 0.319 0.149 1.839 -0.06
C 0.835 1.429 2.010 -0.33
C 0.870 2.113 3.231 -0.04
C 1.322 3.418 3.326 -0.07
C 1.759 4.097 2.198 -0.07
C 1.756 3.436 0.979 -0.10
C 1.316 2.126 0.876 -0.36
N 1.328 1.407 -0.393 -0.23
Si 0.877 2.292 -1.943 0.44
C -0.355 3.687 -1.739 -0.14
C 2.357 3.039 -2.810 -0.19
C 0.145 0.997 -3.082 -0.14
H 0.791 -1.546 5.313 0.04
H 1.821 -0.368 4.506 0.02
H 1.741 -2.027 3.911 0.04
H -2.392 -0.611 4.450 0.03
H -2.172 0.786 3.398 0.02
H -1.330 0.693 4.940 0.03
H -1.331 -2.988 3.357 0.05
H -0.257 -2.976 1.968 0.02
H -1.853 -2.212 1.877 0.03
H 0.520 1.619 4.124 0.09
H 1.326 3.909 4.289 0.11
H 2.105 5.118 2.261 0.11
H 2.095 3.955 0.093 0.09
H -0.221 4.289 -0.845 0.03
H -1.384 3.337 -1.771 0.03
H -0.218 4.349 -2.596 0.05
H 2.872 3.801 -2.228 0.03
H 1.969 3.534 -3.703 0.05
H 3.088 2.304 -3.150 0.01
H -0.304 0.140 -2.575 0.00
H 0.903 0.600 -3.755 0.03
H -0.637 1.451 -3.692 0.05
C 5.732 2.765 -1.063 -0.19
C 4.543 2.637 -0.112 -0.42
Sb 3.490 0.815 -0.593 1.59
C 2.414 -2.871 -2.195 -0.19
C 2.204 -1.823 -3.275 -0.10
C 3.581 -0.124 1.351 -0.41
C 4.008 0.733 2.536 -0.16
H 6.289 3.679 -0.855 0.08
H 5.422 2.799 -2.108 0.05
H 6.428 1.933 -0.955 0.07
H 3.894 3.506 -0.161 0.02
H 4.873 2.545 0.920 0.04
H 1.815 -3.752 -2.429 0.11
H 3.455 -3.205 -2.182 0.12
H 1.149 -1.562 -3.353 0.05
H 2.524 -2.204 -4.244 0.08
H 2.768 -0.911 -3.069 0.03
H 4.270 -0.962 1.208 0.05
H 2.594 -0.559 1.513 0.02
H 5.074 0.961 2.503 0.07
H 3.825 0.196 3.468 0.07
H 3.457 1.673 2.589 0.05
```

Values from the calculation:
LUMO in eV: -3.73
DFT total energy in eV: -78939.765
Kohn-Sham gap in eV: 6.443
E_HOMO in eV: -10.174
Maximum force in eV Å⁻¹: 0.50
ΔE to the lowest compared entry with this formula, charge and spin in kJ/mol: 35.15
Total charge: +1

=====

No. 2
C36H49As3BCl3F4N4O2PSn | ωB97M-V/def2-TZVPD

```
104
Properties=species:S:1:pos:R:3:lowdin_charge:R:1
Sn -0.451 1.272 -0.323 1.41
C -2.770 -3.368 0.897 -0.27
As -2.035 -1.694 0.190 1.08
C -3.699 -0.964 -0.517 -0.30
C -1.211 -2.447 -1.432 -0.41
C -1.922 -2.566 -2.619 -0.08
C -1.388 -3.205 -3.734 -0.02
C -0.117 -3.757 -3.679 -0.03
C 0.617 -3.647 -2.507 -0.09
C 0.079 -2.979 -1.406 -0.34
As 1.264 -2.878 0.085 1.23
C 2.299 -4.483 0.181 -0.16
C 0.589 -2.567 1.847 -0.20
H -3.512 -3.751 0.198 0.04
H -3.240 -3.179 1.860 0.04
H -1.990 -4.115 1.020 0.02
H -4.266 -1.715 -1.065 0.04
H -3.521 -0.090 -1.146 0.00
H -4.286 -0.652 0.346 0.04
H -2.929 -2.174 -2.679 0.10
H -1.975 -3.290 -4.639 0.13
H 0.300 -4.273 -4.532 0.13
H 1.612 -4.070 -2.477 0.09
H 2.819 -4.717 -0.744 0.04
H 1.577 -5.267 0.418 0.08
H 3.019 -4.402 0.991 0.04
H -0.361 -3.076 1.985 0.02
H 0.469 -1.495 1.995 0.02
H 1.327 -2.966 2.543 0.06
O 2.247 -1.455 -0.256 -0.53
As 3.964 -1.111 0.077 1.38
C 4.925 -2.597 -0.612 -0.33
C 6.005 -3.128 0.086 -0.08
C 6.778 -4.112 -0.517 -0.03
C 6.472 -4.548 -1.797 -0.02
C 5.398 -4.001 -2.496 -0.04
C 4.624 -3.015 -1.910 -0.11
C 4.313 0.396 -1.005 -0.32
C 5.541 1.016 -0.787 -0.08
C 5.915 2.060 -1.618 -0.03
C 5.073 2.463 -2.645 -0.03
C 3.857 1.826 -2.855 -0.05
C 3.464 0.785 -2.030 -0.09
C 4.251 -0.880 1.927 -0.32
C 4.382 -2.017 2.728 -0.12
C 4.656 -1.864 4.077 -0.04
C 4.810 -0.586 4.609 -0.03
C 4.678 0.538 3.804 -0.04
C 4.386 0.401 2.454 -0.07
H 6.248 -2.785 1.084 0.10
H 7.621 -4.533 0.014 0.13
H 7.081 -5.311 -2.264 0.13
H 5.183 -4.332 -3.503 0.12
H 3.808 -2.563 -2.465 0.11
H 6.201 0.696 0.012 0.12
H 6.863 2.556 -1.463 0.13
H 5.369 3.280 -3.289 0.12
H 3.213 2.145 -3.663 0.12
H 2.522 0.277 -2.194 0.10
H 4.331 -3.011 2.302 0.09
H 4.783 -2.734 4.706 0.12
H 5.044 -0.469 5.659 0.13
H 4.806 1.527 4.224 0.13
H 4.281 1.282 1.826 0.11
Cl 0.232 3.035 4.926 0.71
C -0.435 1.445 4.648 -1.62
Cl 0.770 0.176 4.980 0.63
Cl -1.892 1.176 5.592 0.69
C -0.787 1.305 3.224 -0.33
N -1.040 1.141 2.120 0.13
F 0.926 3.087 -0.532 -0.04
B 1.592 2.992 0.780 -1.30
F 0.705 3.468 1.709 0.15
F 2.817 3.536 0.763 0.23
F 1.658 1.533 0.946 -0.06
C -2.596 1.792 -3.983 -0.09
N -2.870 3.121 -3.444 -0.30
C -2.413 4.230 -4.288 -0.06
P -3.035 3.278 -1.823 0.57
O -1.963 2.426 -1.102 -0.51
N -2.899 4.811 -1.312 -0.30
C -1.610 5.451 -1.036 -0.06
C -4.008 5.756 -1.489 -0.06
N -4.496 2.640 -1.451 -0.30
C -4.857 2.587 -0.029 -0.08
C -5.664 2.741 -2.335 -0.08
H -1.543 1.513 -3.865 0.08
H -2.832 1.784 -5.046 0.10
H -3.219 1.044 -3.492 0.08
H -1.362 4.110 -4.563 0.10
H -2.527 5.178 -3.771 0.07
H -3.010 4.267 -5.199 0.10
H -0.848 4.710 -0.820 0.06
H -1.720 6.094 -0.163 0.10
H -1.288 6.065 -1.880 0.10
H -4.907 5.246 -1.827 0.07
H -3.748 6.518 -2.226 0.10
H -4.224 6.252 -0.543 0.10
H -3.976 2.401 0.585 0.07
H -5.567 1.774 0.124 0.09
H -5.324 3.518 0.301 0.10
H -5.350 2.874 -3.366 0.08
H -6.312 3.571 -2.043 0.09
H -6.245 1.821 -2.262 0.09
```

Values from the calculation:
LUMO in eV: -7.64
DFT total energy in eV: -294916.074
Kohn-Sham gap in eV: 8.293
E_HOMO in eV: -15.932
Maximum force in eV Å⁻¹: 0.49
ΔE to the lowest compared entry with this formula, charge and spin in kJ/mol: 0.00
Total charge: +3

=====

Question: The highest total charge belongs to which entry?
Answer: C36H49As3BCl3F4N4O2PSn

=====

Question: Which formula does entry 1 have?
Answer: C36H49AlN8SbSi2

=====

Question: Look up the maximum force of the second one.
Answer: 0.49 eV Å⁻¹